# 1
Here is an isolated molecule of C21H18FN5O from OMol25. Energies are from wB97M-V/def2-TZVPD.

ORCA input file:
```
! RIJCOSX wB97M-V def2-TZVPD def2/J DEFGRID3
* xyz 0 1
N -2.725 0.517 -3.181
C -5.342 1.561 -3.029
C 5.483 -4.035 3.166
C 4.290 -2.550 1.675
H -0.892 0.940 0.831
H -5.722 0.587 -2.743
H -6.213 2.261 -3.073
C 1.139 1.475 2.435
H -4.153 2.423 -4.668
C -5.695 1.211 -5.434
C -3.651 0.323 -4.364
C -4.356 2.058 -2.012
H -4.159 3.133 -2.125
C -1.494 -0.057 -2.871
C 4.930 -3.358 4.263
H -4.790 1.887 -1.019
H -4.204 -0.606 -4.229
C 3.780 -1.829 2.759
H -3.072 0.283 -5.265
H 2.334 2.366 4.021
C -4.659 1.482 -4.389
C 0.067 0.174 -0.803
H 3.807 -1.679 4.936
H 5.583 -4.161 1.024
H -0.943 -0.865 -3.425
C 1.903 -0.663 1.599
C -3.063 1.338 -2.094
C -1.130 0.499 -1.644
F 6.330 -5.057 3.402
N -2.115 1.390 -1.194
C 2.147 1.503 3.357
H 5.165 -3.716 5.278
H 0.635 3.353 2.940
H -0.036 2.782 1.410
H 3.977 -2.253 0.678
O 1.096 -0.275 -1.331
H 1.771 -1.482 0.902
H 3.814 0.509 4.177
C 4.157 -2.218 4.077
N -6.436 1.135 -6.327
N -0.012 0.470 0.556
C 1.024 0.423 1.514
N 0.298 2.569 2.354
C 5.186 -3.597 1.868
C 3.037 0.443 3.422
C 2.910 -0.692 2.576
*
```

Its largest force on an atom is 0.041 hartree/bohr. The HOMO energy is -7.520 eV. As for the molar mass: 375.41 g mol⁻¹. The frontier orbital gap is 7.91 eV. For the energy above the lowest of the compared OMol25 structures with the same formula, charge and spin, the calculation gives 0.0 kJ/mol. As for the SMILES: N#C[C@H]1CCc2nc(C(=O)Nc3cc(-c4ccc(F)cc4)ccc3N)cn2C1. The calculation puts the LUMO energy at 0.0142 Ha.

# 2
Here is an isolated molecule of C21H18N2O3 from OMol25. Energies are from wB97M-V/def2-TZVPD.

ORCA input file:
```
! RIJCOSX wB97M-V def2-TZVPD def2/J DEFGRID3
* xyz 0 1
H -5.862 -1.335 -3.061
C 5.093 -1.432 1.107
H 1.077 3.592 -3.705
C 0.976 -0.098 2.206
H 5.196 -2.351 0.580
H -2.684 2.199 -2.052
H 6.777 1.275 2.492
C 1.140 1.878 -2.291
H 3.010 -1.738 1.280
H -4.632 -2.513 -3.667
C -5.253 -2.290 -2.893
C 0.438 1.085 -1.439
H 1.038 0.295 -0.920
H -5.576 -0.981 -0.740
C 4.618 0.840 2.608
C -1.572 2.158 -2.138
H -6.150 -2.945 -2.884
C -0.900 3.134 -2.927
H 0.996 -1.208 2.148
O -4.601 -2.536 -1.644
C 3.833 -1.017 1.602
C 2.232 0.542 2.717
C -1.681 0.306 -0.401
H 4.531 1.708 3.334
C 6.248 -0.672 1.399
H 2.214 1.723 -2.253
H 7.299 -0.846 1.007
H -1.310 3.963 -3.493
C -3.147 -1.496 1.170
H -1.648 -1.207 2.743
H 0.127 1.727 1.616
C 0.503 2.920 -3.023
C -4.860 -1.679 -0.539
C -0.918 1.158 -1.332
C 5.966 0.504 2.176
H -5.243 -2.317 0.284
C 3.571 0.081 2.338
C -1.933 -0.911 1.677
C -1.143 -0.010 0.944
O -3.617 -2.376 1.858
O 2.189 1.569 3.432
N -2.785 -0.235 -0.844
N -3.564 -1.099 -0.105
C 0.005 0.638 1.630
*
```

Its largest force on an atom is 0.125 hartree/bohr. The HOMO energy is -8.722 eV. As for the molar mass: 346.39 g mol⁻¹. The frontier orbital gap is 8.13 eV. For the energy above the lowest of the compared OMol25 structures with the same formula, charge and spin, the calculation gives 546.6 kJ/mol. As for the SMILES: COCn1nc(-c2ccccc2)c(/C=C/C(=O)c2ccccc2)cc1=O. The calculation puts the LUMO energy at -0.0219 Ha.

# 3
Here is an isolated molecule of C21H18N2O3S from OMol25. Energies are from wB97M-V/def2-TZVPD.

ORCA input file:
```
! RIJCOSX wB97M-V def2-TZVPD def2/J DEFGRID3
* xyz 0 1
H -0.984 -6.737 3.330
C 0.767 -0.447 -0.831
H 1.484 -4.333 4.646
C 0.518 -5.885 2.034
C 0.272 2.136 -2.271
O -0.531 7.110 -4.547
C 0.175 3.466 -2.775
C -0.753 2.962 -0.163
C -0.428 -4.561 3.498
H 1.635 -4.312 0.933
H 1.415 -2.656 -0.181
C 0.562 -4.517 1.395
C -0.230 1.872 -0.916
H -1.804 -5.628 2.183
H 0.904 5.176 -5.561
C -0.148 6.018 -3.937
H -1.122 6.767 -0.840
N 0.021 -3.666 2.438
H -0.221 -4.294 0.615
H -1.216 5.042 0.002
H 1.071 2.908 -4.721
C 0.778 -5.092 4.191
H -0.979 7.659 -3.895
H 1.239 -0.415 -1.847
C -0.810 4.258 -0.650
H 0.547 -6.682 1.268
C -0.660 5.723 -2.646
N 1.408 -5.957 3.195
C 0.808 -1.665 0.052
C 0.032 -1.467 1.227
H -1.161 -4.078 4.155
C -1.360 6.732 -1.860
C -0.290 -2.242 2.419
O -0.602 -1.759 3.498
C 0.500 4.985 -4.611
S -0.594 0.144 1.238
C -0.847 -5.776 2.753
C -0.036 0.571 -0.261
C 0.638 3.700 -4.087
C -0.468 4.477 -2.025
H 2.389 -5.711 3.059
H 0.797 1.483 -2.926
H -1.159 2.805 0.809
O -1.966 7.710 -2.332
H 0.409 -5.824 4.944
*
```

Its largest force on an atom is 0.090 hartree/bohr. The HOMO energy is -7.933 eV. As for the molar mass: 378.45 g mol⁻¹. The frontier orbital gap is 7.32 eV. For the energy above the lowest of the compared OMol25 structures with the same formula, charge and spin, the calculation gives 363.4 kJ/mol. As for the SMILES: O=Cc1c(O)ccc2cc(-c3ccc(C(=O)N4C[C@@H]5C[C@H]4CN5)s3)ccc12. The calculation puts the LUMO energy at -0.0224 Ha.

# 4
Here is a structure of composition C21H18N4O5S2V from OMol25. Energies are from wB97M-V/def2-TZVPD.

ORCA input file:
```
! RIJCOSX wB97M-V def2-TZVPD def2/J DEFGRID3
* xyz -1 3
N 1.966 5.050 -6.096
C 2.119 -2.317 0.253
H 0.285 2.099 6.490
C -0.385 3.913 1.806
N 0.088 -1.676 -0.628
H 1.076 -2.077 7.599
C 0.228 1.622 5.521
O -1.099 -1.967 -1.264
V 0.694 0.156 0.192
H 2.584 2.490 -3.875
H 1.491 -4.420 -1.543
O 0.526 -0.408 6.618
H 0.353 4.582 1.365
C 0.162 2.525 1.895
C 0.630 -4.053 -0.978
O 2.693 -0.246 1.264
C 1.454 4.435 -5.270
C -1.285 4.922 -4.479
C 0.823 -1.793 6.582
C 0.247 -0.430 4.220
H -1.437 -1.056 -1.454
H 3.952 -2.660 1.238
H 0.481 -4.726 -0.129
O 0.692 2.092 0.861
C 3.267 -3.202 0.588
C -0.369 2.046 -2.260
C -0.508 3.863 -3.873
H 0.061 3.418 4.424
N 2.032 -1.069 0.541
H -0.038 -2.376 6.249
C 0.067 0.295 3.017
H 2.946 -4.113 1.100
H -0.748 4.305 2.752
C 1.550 2.649 -3.595
H 3.812 -3.500 -0.312
O -0.134 -0.343 1.908
H -2.116 3.221 -2.626
C 0.056 1.721 3.098
S 1.977 0.648 -1.785
N -1.904 5.768 -4.954
C 0.338 0.223 5.430
H 1.668 -1.997 5.923
C 0.823 3.642 -4.234
C 0.890 -2.672 -0.490
C -1.081 3.059 -2.898
C 0.090 2.337 4.363
H -1.220 3.838 1.104
S -1.193 1.042 -1.071
C 0.997 1.849 -2.585
H 0.294 -1.505 4.132
H -0.254 -4.078 -1.605
*
```

Its largest force on an atom is 0.041 hartree/bohr. The HOMO energy (spin up / spin down) is -4.345 / -4.672 eV. As for the molar mass: 521.48 g mol⁻¹. The frontier orbital gap (spin up / spin down) is 6.70 / 7.02 eV. The expectation value of S² is 2.021. For the energy above the lowest of the compared OMol25 structures with the same formula, charge and spin, the calculation gives 0.0 kJ/mol. The calculation puts the LUMO energy (spin up / spin down) at 0.0866 / 0.0864 Ha.

Q: Which formula does entry 3 have?
A: C21H18N2O3S

Q: Number 4 is which compound?
A: C21H18N4O5S2V